(1)
Formula: C4H7N3O
Source: the Open Molecules 2025 dataset
Level of theory: wB97M-V/def2-TZVPD

Each line ends with the Mulliken charge.
Atoms and positions in Å:
H -1.595243 1.750650 -1.177038  0.333
H 2.100258 -1.699101 -0.907357  0.334
H -0.771150 -0.099632 0.811187  0.381
C 0.362646 -1.958336 0.027693  -0.660
H -1.383192 2.483249 0.379374  0.265
N -0.677835 0.523685 0.076854  -0.145
N 0.676318 1.058932 -0.115883  0.095
C 1.728371 0.241953 -0.140779  -0.160
N -0.373783 -2.889314 0.165431  -0.400
H -2.750872 1.229712 0.118769  0.356
H -0.608591 -3.441670 1.045025  0.321
H 0.787230 1.924085 0.317240  0.321
C 1.314089 -1.174935 -0.323592  0.138
C -1.691342 1.605435 -0.141391  -0.777
O 2.883089 0.445282 -0.135537  -0.400

Forces on atoms 1 to 2 (eV/Å):
-0.35 0.62 -1.44
0.20 0.28 0.16

Computed properties:
F_max = 8.3 eV/A
<S²> = 2.008
highest occupied orbital energy (alpha / beta) = -3.48 / -7.76 eV
E_LUMO (alpha / beta) = 0.2 / -4.0 eV
multiplicity = 3
ΔE to the lowest compared entry with this formula, charge and spin = 4.330 eV
frontier orbital gap (alpha / beta) = 3.66 / 3.75 eV

(2)
Formula: C4H7N3O2
Source: the Open Molecules 2025 dataset
Level of theory: wB97M-V/def2-TZVPD

Each line ends with the Mulliken charge.
Atoms and positions in Å:
C 1.496709 0.217595 -0.055838  0.577
H 1.959482 -1.698861 -0.600374  0.235
H 2.993884 -0.493655 -1.192342  0.279
N 2.070902 -0.735867 -0.868238  -0.396
H -0.370275 1.869296 1.015326  0.339
H -0.982151 0.094230 -2.546251  0.232
H -1.093334 -2.023781 1.665869  0.224
O 0.846778 -0.496907 1.117183  -0.459
N -1.269119 -1.033614 1.726461  -0.448
C -0.461498 -0.181611 1.052714  0.919
H -1.956229 1.520759 -1.874879  0.282
O 1.890153 1.346961 0.087224  -0.523
C -0.691287 0.510006 -0.520980  -0.041
H -2.199907 -0.712290 1.939349  0.259
N -0.986126 1.101366 0.757121  -0.596
C -1.247983 0.716374 -1.702344  -0.884

Forces on atoms 1 to 2 (eV/Å):
1.91 -1.00 1.97
-0.16 0.09 0.07

Computed properties:
F_max = 2.9 eV/A
highest occupied orbital energy = -7.97 eV
E_LUMO = 0.4 eV
multiplicity = 1
structure (SMILES) = C=C1N[C@]1(N)OC(N)=O
ΔE to the lowest compared entry with this formula, charge and spin = 3.984 eV
frontier orbital gap = 8.35 eV

(3)
Formula: C4H7N3O2
Source: the Open Molecules 2025 dataset
Level of theory: wB97M-V/def2-TZVPD

Each line ends with the Mulliken charge.
Atoms and positions in Å:
O -1.112269 1.502973 0.946624  -0.522
H 1.724193 1.318122 1.034024  0.329
O 1.155183 0.002775 -1.443122  -0.541
N -1.087875 -0.721862 0.245286  -0.277
H 0.903084 -0.019618 1.855799  0.332
C -0.954748 0.597785 -0.078809  0.399
H 2.454954 -0.303949 1.009165  0.353
C 1.513466 0.247490 1.000493  -1.042
H -1.940953 1.981054 0.798917  0.364
H 0.818797 -3.249055 -0.154342  0.236
N -0.125227 -2.907375 -0.013657  -0.710
H -1.462679 0.342831 -2.013091  0.275
C -0.251547 -1.674143 0.043294  0.515
N -1.481425 1.062423 -1.301451  -0.643
C 0.806050 -0.044701 -0.290535  0.688
H -0.959004 1.865251 -1.638595  0.243

Forces on atoms 1 to 2 (eV/Å):
-0.11 0.03 -0.03
-0.12 -0.06 -0.18

Computed properties:
F_max = 3.5 eV/A
highest occupied orbital energy (alpha / beta) = -7.82 / -7.82 eV
E_LUMO (alpha / beta) = -0.9 / -0.9 eV
multiplicity = 1
ΔE to the lowest compared entry with this formula, charge and spin = 4.607 eV
frontier orbital gap (alpha / beta) = 6.95 / 6.95 eV

(4)
Formula: C4H7N3O2
Source: the Open Molecules 2025 dataset
Level of theory: wB97M-V/def2-TZVPD

Each line ends with the Mulliken charge.
Atoms and positions in Å:
C 0.391765 0.540517 -0.234073  0.616
C 0.153394 -2.429156 0.231612  -0.259
C 0.636002 1.583192 0.820992  -1.244
H 0.243490 2.585085 0.620279  0.253
H 0.130528 1.160872 1.614716  0.382
N -0.801470 -0.253117 -0.134263  0.176
C 1.245076 0.426355 -1.257237  -0.962
O -2.932905 -0.564190 0.268921  -0.609
H 1.149843 -2.072745 0.452992  0.310
H 1.156197 -0.079390 -2.155597  0.393
O -2.177887 1.428413 -0.270180  -0.617
H 2.089145 1.081984 -1.126064  0.272
H -0.156463 -3.449201 0.218666  0.295
N -0.884755 -1.839683 -0.084711  -0.391
N -2.038574 0.246558 -0.037357  0.996
H 1.796617 1.634501 1.071311  0.389

Forces on atoms 1 to 2 (eV/Å):
-0.09 0.49 -1.59
0.62 -0.63 0.07

Computed properties:
F_max = 4.8 eV/A
highest occupied orbital energy = -9.73 eV
E_LUMO = 0.5 eV
multiplicity = 1
structure (SMILES) = C=NN(C(=C)C)[N+](=O)[O-]
ΔE to the lowest compared entry with this formula, charge and spin = 7.550 eV
frontier orbital gap = 10.24 eV

(5)
Formula: C4H7N3O3
Source: the Open Molecules 2025 dataset
Level of theory: wB97M-V/def2-TZVPD

Each line ends with the Mulliken charge.
Atoms and positions in Å:
O 0.060142 2.550324 0.157357  -0.588
N 0.277473 0.237978 -0.155773  -0.022
C -1.831710 1.038995 -0.020543  -0.391
O 2.641251 0.991243 -0.319779  -0.678
N 1.974547 0.044263 -0.061599  0.903
H -0.364120 -1.803604 0.539694  0.270
H -2.640247 -1.012781 -0.335216  0.337
H -2.310661 -0.553519 1.204122  0.360
C -0.402188 1.428381 0.094138  0.373
C -0.551344 -0.991204 -0.141043  -0.553
H -2.362942 1.808164 0.641172  0.323
N 2.237316 -1.127591 0.127762  -0.208
H -2.120444 1.342739 -1.138190  0.179
H 4.208335 -0.658925 0.133147  0.356
C -1.962402 -0.470209 0.255984  -0.607
O 3.563332 -1.440863 0.090127  -0.424
H -0.416331 -1.383387 -1.071353  0.369

Forces on atoms 1 to 2 (eV/Å):
-0.45 -1.02 0.40
2.84 -1.36 1.24

Computed properties:
F_max = 4.6 eV/A
highest occupied orbital energy = -9.83 eV
E_LUMO = 0.5 eV
multiplicity = 1
structure (SMILES) = O=C1CCCN1/[N+]([O-])=N/O
ΔE to the lowest compared entry with this formula, charge and spin = 6.846 eV
frontier orbital gap = 10.28 eV

(6)
Formula: C4H7N3O3
Source: the Open Molecules 2025 dataset
Level of theory: wB97M-V/def2-TZVPD

Each line ends with the Mulliken charge.
Atoms and positions in Å:
C 1.378306 0.190896 0.209111  0.683
H -3.481258 -1.041010 -0.448372  0.263
H 3.021511 -0.866315 -0.696841  0.385
H 2.205322 0.209570 -1.827298  0.372
C -2.690100 0.652215 -0.136715  0.179
H 3.358370 0.814793 -0.716421  0.377
N -1.904332 1.543152 -0.015302  0.343
H 2.856428 -0.276450 1.426369  0.342
H -4.257336 0.015568 0.836582  0.251
N -3.448200 -0.324963 0.284769  -0.376
C 2.519555 0.117806 -0.825164  -1.405
N -0.353782 -1.622416 0.322238  0.519
O -1.198867 -2.492809 0.385947  -0.656
O 1.968174 0.039056 1.558863  -0.526
C 0.228742 -0.655034 -0.023734  -0.209
H 0.949415 1.281920 0.130607  0.098
O -1.151953 2.414022 -0.464631  -0.640

Forces on atoms 1 to 2 (eV/Å):
1.39 4.01 0.64
-0.83 -0.04 1.09

Computed properties:
F_max = 4.3 eV/A
highest occupied orbital energy = -8.51 eV
E_LUMO = 0.2 eV
multiplicity = 1
ΔE to the lowest compared entry with this formula, charge and spin = 7.793 eV
frontier orbital gap = 8.69 eV